{
  "formula": "C5H12O2",
  "method": "ωB97M-V/def2-TZVPD",
  "smiles": "C=C/C=C/C.O.O",
  "elements": ["C", "C", "C", "C", "C", "H", "H", "H", "H", "H", "H", "H", "H", "H", "H", "O", "H", "H", "O"],
  "coordinates": [[-2.024, 1.169, -0.690], [-1.111, 0.037, -0.388], [-0.168, -0.316, -1.295], [0.853, -1.391, -1.228], [1.100, -2.302, -0.257], [-3.059, 0.861, -0.898], [-1.777, 1.656, -1.698], [-2.117, 1.925, 0.087], [-1.186, -0.560, 0.577], [-0.192, 0.106, -2.307], [1.407, -1.499, -2.151], [1.899, -3.036, -0.336], [0.606, -2.151, 0.711], [1.035, 0.286, 3.502], [0.784, 0.141, 2.009], [0.316, 0.096, 2.869], [1.259, 2.030, 1.235], [1.107, 1.690, -0.291], [1.269, 1.260, 0.549]]
}

=====

{
  "formula": "C6H10N3OS",
  "method": "ωB97M-V/def2-TZVPD",
  "charge": 1,
  "elements": ["C", "C", "C", "C", "C", "C", "N", "N", "N", "O", "S", "H", "H", "H", "H", "H", "H", "H", "H", "H", "H"],
  "coordinates": [[-0.125, -0.239, 0.752], [0.573, -1.497, 0.205], [0.450, 1.088, 0.271], [-1.565, -0.346, 0.162], [1.811, 1.003, -0.488], [1.700, -0.124, -1.384], [-0.055, 2.193, 0.590], [-1.622, -0.926, -0.963], [-2.582, -0.239, 1.070], [1.333, -1.271, -0.954], [2.103, -0.046, -3.052], [-0.116, -0.306, 1.839], [1.215, -1.676, 0.983], [1.877, 1.933, -0.986], [2.649, 0.955, 0.190], [0.475, 3.000, 0.233], [-0.117, -2.375, 0.040], [-2.547, -0.814, -1.467], [-2.721, 0.418, 1.851], [-3.432, -0.428, 0.633], [1.480, -1.121, -3.400]]
}

=====

{
  "formula": "C5H11O2",
  "method": "ωB97M-V/def2-TZVPD",
  "charge": -1,
  "elements": ["C", "C", "C", "H", "H", "H", "H", "H", "H", "H", "H", "C", "C", "O", "O", "H", "H", "H"],
  "coordinates": [[1.458, 0.279, -0.268], [1.182, -1.104, -0.907], [1.207, 1.507, -1.124], [0.730, 0.338, 0.551], [2.432, 0.253, 0.216], [1.417, -1.103, -1.971], [0.084, -1.172, -0.807], [0.234, 1.945, -0.918], [2.001, 2.248, -1.059], [1.638, -1.916, -0.345], [1.278, 1.299, -2.205], [-1.845, -0.809, 1.776], [-2.063, 0.304, 0.620], [-2.627, 1.347, 0.996], [-1.750, -0.083, -0.520], [-2.359, -0.585, 2.710], [-0.778, -1.008, 1.899], [-2.237, -1.741, 1.356]]
}

=====

Short version: relative energy (zero: lowest compared OMol25 entry of this formula, charge and spin) = 226.18 206.70 40.74 kJ/mol, in the order given.
Short version: HOMO = -8.35 -12.95 -4.01 eV, in the order given.
Short version: gap between HOMO and LUMO = 8.97 7.98 8.11 eV, in the order given.